Formula: C3H7NO2
Source: the OMol25 dataset
Level of theory: ωB97M-V/def2-TZVPD

Properties
multiplicity: 1
HOMO: -10.36 eV
structure (SMILES): C/N=C1/CO1.O
Kohn-Sham gap: 11.24 eV
F_max: 0.00964 hartree/bohr

Last column: Löwdin charge in e.
Cartesian coordinates (Å):
C -0.78321 -1.00756 -1.68087  -0.10
N 0.04017 -0.38222 -0.66078  0.03
C -0.52314 0.21612 0.27871  -0.47
C -0.39639 0.98630 1.46517  0.04
O -1.71267 0.54813 0.77676  0.07
H -0.58531 -2.08400 -1.68926  0.08
H -1.85796 -0.84732 -1.53373  0.08
H -0.49650 -0.60800 -2.65829  0.08
H -0.23084 0.50605 2.42606  0.12
H -0.20478 2.05531 1.41513  0.12
O 2.32167 0.58942 0.71163  -0.08
H 1.80979 0.22401 -0.03524  0.00
H 2.61917 -0.19624 1.18472  0.04

---

Formula: C3H7NO2
Source: the OMol25 dataset
Level of theory: ωB97M-V/def2-TZVPD

Properties
multiplicity: 1
HOMO (alpha / beta): -9.35 / -10.17 eV
Kohn-Sham gap (alpha / beta): 7.32 / 8.37 eV
F_max: 0.03679 hartree/bohr

Last column: Löwdin charge in e.
Cartesian coordinates (Å):
C 1.09695 1.36226 0.00980  -0.11
C 0.13218 -1.44867 0.17115  -0.01
N -1.39599 0.08944 -1.06268  0.33
C -0.98048 -0.42730 0.15958  -0.78
O -0.28228 1.10032 0.21648  -0.11
O -2.00130 -0.61325 0.89861  0.04
H -2.13829 0.75355 -0.82454  0.10
H 1.71252 0.79923 0.71809  0.09
H 1.26576 2.42888 0.16416  0.09
H 1.41676 1.10216 -1.00379  0.09
H 0.86983 -1.28066 -0.61307  0.08
H -0.31722 -2.43005 0.02142  0.09
H 0.62156 -1.43590 1.14477  0.09

---

Formula: C3H7NO2
Source: the OMol25 dataset
Level of theory: ωB97M-V/def2-TZVPD

Properties
multiplicity: 1
HOMO: -9.68 eV
structure (SMILES): [H]/N=C/OCCO
Kohn-Sham gap: 10.50 eV
F_max: 0.01057 hartree/bohr

Last column: Löwdin charge in e.
Cartesian coordinates (Å):
H 1.82388 -1.90642 0.91370  0.08
N 1.18906 -1.21409 0.53706  0.12
C 0.42896 -1.62987 -0.38674  -0.28
O -0.51099 -0.89452 -0.97124  -0.05
C -0.53075 0.56281 -0.83507  -0.13
C -0.67941 1.25634 0.51835  -0.28
O 0.38434 1.09958 1.39692  -0.10
H 0.46469 -2.64448 -0.79517  0.14
H -1.38787 0.84993 -1.45312  0.13
H 0.39595 0.93652 -1.28340  0.13
H -1.65771 1.06188 0.99200  0.12
H -0.71650 2.30583 0.17525  0.12
H 0.79633 0.21650 1.19148  0.01

---

Formula: C3H7NO2
Source: the OMol25 dataset
Level of theory: ωB97M-V/def2-TZVPD

Properties
multiplicity: 1
HOMO: -9.48 eV
structure (SMILES): C=C(C)N=O.O
Kohn-Sham gap: 8.60 eV
F_max: 0.01153 hartree/bohr

Last column: Löwdin charge in e.
Cartesian coordinates (Å):
C -0.48892 0.46321 -0.70113  0.09
C -0.28936 0.08006 0.56410  -0.37
C -1.27736 -0.68018 1.39904  -0.06
N 0.85880 0.54191 1.29001  0.01
O 1.82335 0.82163 0.60071  -0.03
H 0.12107 1.22686 -1.16062  0.07
H -1.30735 0.06049 -1.28915  0.09
H -1.17881 -0.34429 2.43547  0.08
H -2.29430 -0.46412 1.06210  0.08
H -1.12587 -1.76380 1.37754  0.08
O 1.64741 -0.35983 -1.97187  -0.08
H 1.86754 -0.01637 -1.08753  -0.01
H 1.64381 0.43444 -2.51868  0.04

---

Formula: C3H7NO2
Source: the OMol25 dataset
Level of theory: ωB97M-V/def2-TZVPD

Properties
multiplicity: 1
HOMO: -10.08 eV
structure (SMILES): NC(=O)O.C=C
Kohn-Sham gap: 10.99 eV
F_max: 0.03655 hartree/bohr

Last column: Löwdin charge in e.
Cartesian coordinates (Å):
N -0.70955 -1.02605 2.29428  0.16
C -0.60806 -0.37553 1.09909  -0.66
O -1.52472 0.25260 0.59897  0.05
O 0.62030 -0.51679 0.56531  0.02
H 0.01288 -1.68625 2.53088  0.10
H -1.65008 -1.22478 2.59605  0.11
H 0.54651 -0.38078 -0.44664  0.05
C 0.45488 0.39452 -2.04509  -0.08
C 0.65932 1.29401 -1.07648  -0.06
H -0.55767 0.10090 -2.31337  0.08
H 1.27811 -0.05194 -2.59552  0.07
H 1.65527 1.55189 -0.72016  0.08
H -0.17719 1.66820 -0.48732  0.07

---

Formula: C3H7NO2
Source: the OMol25 dataset
Level of theory: ωB97M-V/def2-TZVPD

Properties
multiplicity: 1
HOMO: -9.73 eV
structure (SMILES): C[C@@H](O)C(N)=O
Kohn-Sham gap: 10.54 eV
F_max: 0.01331 hartree/bohr

Last column: Löwdin charge in e.
Cartesian coordinates (Å):
C 0.88389 0.35104 -1.38868  -0.03
C 0.48135 -0.40241 -0.10214  -0.34
O 1.26939 -0.06318 1.02557  -0.04
C -1.01715 -0.11369 0.17946  -0.49
N -1.40532 -0.27051 1.47266  0.16
O -1.80074 0.28866 -0.66458  0.04
H 1.20530 -0.32343 -2.18760  0.08
H 1.66421 1.11795 -1.25236  0.09
H -0.01488 0.82761 -1.76440  0.06
H 0.68727 -1.48048 -0.19851  0.15
H 1.23626 0.90031 1.06558  0.10
H -0.78986 -0.67471 2.16490  0.10
H -2.39972 -0.15717 1.65010  0.12

---

Formula: C3H7NO2
Source: the OMol25 dataset
Level of theory: ωB97M-V/def2-TZVPD

Properties
multiplicity: 1
HOMO: -10.54 eV
structure (SMILES): [H]/N=C(/O)CCO
Kohn-Sham gap: 11.38 eV
F_max: 0.00778 hartree/bohr

Last column: Löwdin charge in e.
Cartesian coordinates (Å):
H 0.30552 -1.50052 -1.20693  0.05
N -0.69206 -1.29957 -1.21353  0.14
C -0.94351 -0.15876 -0.71138  -0.50
O -2.21272 0.28889 -0.69620  0.06
C 0.00293 0.84291 -0.09053  -0.10
C 1.30553 0.22881 0.40887  -0.28
O 1.10924 -0.71546 1.43815  -0.06
H -2.74375 -0.39668 -1.13627  0.12
H -0.51792 1.32818 0.74091  0.13
H 0.22189 1.62179 -0.83194  0.13
H 1.87442 -0.19955 -0.43431  0.12
H 1.92628 1.01984 0.83958  0.12
H 0.50430 -1.39694 1.11288  0.08

---

Formula: C3H7NO2
Source: the OMol25 dataset
Level of theory: ωB97M-V/def2-TZVPD

Properties
multiplicity: 1
HOMO: -7.65 eV
Kohn-Sham gap: 8.14 eV
F_max: 0.11338 hartree/bohr

Last column: Löwdin charge in e.
Cartesian coordinates (Å):
C -2.08416 -0.14883 0.14233  -0.59
C 1.17066 -0.47333 0.80441  -0.04
C -0.28372 0.96960 -0.56289  -0.12
N 0.47954 -0.27240 -0.49161  -0.18
O -2.84238 0.58766 0.60459  0.15
O -1.75844 -1.14289 -0.31937  0.10
H 0.45620 -0.77668 1.50890  0.07
H 2.06360 -1.15379 0.71526  0.11
H 1.65253 0.55032 1.01230  0.11
H 0.36545 1.78113 -0.06064  0.07
H -0.39133 1.31799 -1.57902  0.04
H 1.27936 -0.10895 -1.15415  0.17
H -0.10730 -1.12982 -0.62014  0.12